ORCA calculation (ωB97M-V/def2-TZVPD) on a 2-piece molecular cluster, C5H6O2 overall.

```
13
Properties=species:S:1:pos:R:3:forces:R:3
C -0.497 2.569 1.900 -0.05 -0.34 -0.22
C -0.601 1.574 1.225 0.05 0.38 0.30
C -0.692 0.408 0.405 0.01 -0.23 0.06
C -0.602 -0.831 0.920 0.00 0.30 0.09
O -0.610 -1.983 0.235 -0.03 0.08 -0.16
H -0.411 3.445 2.504 -0.03 -0.16 -0.12
H -0.834 0.548 -0.664 0.00 -0.01 0.16
H -0.505 -0.996 1.990 0.00 0.07 -0.12
H -0.568 -1.797 -0.726 -0.01 -0.06 0.11
C 1.344 -0.733 -1.942 -0.34 -0.13 -0.17
O 0.274 -1.185 -2.286 0.54 0.21 0.14
H 1.697 -0.798 -0.898 -0.07 -0.03 -0.08
H 2.005 -0.221 -2.662 -0.06 -0.08 0.02
```
Positions in Å, forces in eV/Å.

Computed properties:
Electronic energy, Ha: -344.4853
HOMO energy, eV: -8.437
Relative energy (zero: lowest compared OMol25 entry of this formula, charge and spin), kcal/mol: 73.2
HOMO-LUMO gap, eV: 8.6
LUMO, eV: 0.15
Structure (SMILES): C#C/C=C/O.C=O

Charge distribution, natural (NBO) scheme, values in e: atom 1 (C): -0.249, atom 2 (C): -0.031, atom 3 (C): -0.444, atom 4 (C): 0.226, atom 5 (O): -0.676, atom 6 (H): 0.234, atom 7 (H): 0.228, atom 8 (H): 0.187, atom 9 (H): 0.502, atom 10 (C): 0.297, atom 11 (O): -0.533, atom 12 (H): 0.134, atom 13 (H): 0.126